Entry 1:
18
Properties=species:S:1:pos:R:3:forces:R:3 method="wB97M-V/def2-TZVPD" homo_ev=-8.936 gap_ev=9.89
C 0.198 -1.544 1.448 -0.2 0.0 -0.4
C -1.771 1.850 -0.603 -0.1 -0.1 -0.1
C 0.184 -0.997 0.033 0.9 1.8 0.6
C -0.873 0.695 -0.378 -0.7 -0.6 -0.1
N 0.909 -1.823 -0.856 0.4 0.1 0.0
C 1.611 1.362 -0.016 -0.1 0.1 0.0
N -1.159 -0.571 -0.427 -0.6 0.8 0.0
C 0.529 0.607 -0.020 0.5 -1.9 -0.1
H 0.835 -1.523 -1.820 -0.1 -0.3 0.1
H 0.752 -2.812 -0.715 -0.1 0.1 -0.2
H 1.225 -1.702 1.768 0.1 0.0 0.0
H -0.334 -2.494 1.473 -0.1 -0.1 0.1
H -0.290 -0.849 2.126 0.0 0.0 0.0
H -1.354 2.504 -1.369 0.0 0.1 0.0
H -1.862 2.430 0.316 0.0 0.0 0.0
H -2.755 1.503 -0.909 0.0 0.0 0.0
H 1.584 2.398 -0.327 -0.1 0.2 0.2
H 2.571 0.966 0.276 0.1 -0.2 -0.1



Entry 2:
14
Properties=species:S:1:pos:R:3:forces:R:3 method="wB97M-V/def2-TZVPD" homo_ev=-9.649 smiles="C=C.NCO" gap_ev=10.47
C -1.052 1.743 -2.013 0.1 0.2 -0.1
C -1.349 2.354 -0.871 0.0 -0.4 -1.0
H -1.229 0.703 -2.271 -0.2 0.1 0.3
H -0.588 2.329 -2.796 0.1 -0.1 -0.1
H -1.883 1.840 -0.087 0.1 0.2 0.3
H -1.091 3.405 -0.831 -0.2 0.0 0.6
N 1.943 -1.166 1.261 0.6 -0.1 0.2
C 0.628 -1.609 1.528 -0.6 -0.5 -1.0
O -0.008 -2.335 0.440 0.1 -0.1 0.0
H 2.588 -1.919 1.038 -0.3 0.2 0.0
H 2.023 -0.428 0.579 -0.2 0.0 -0.1
H 0.619 -2.371 2.297 0.2 0.2 0.5
H 0.011 -0.756 1.795 -0.1 0.0 0.2
H -0.612 -1.792 -0.071 0.1 0.3 0.1



Entry 3:
25
Properties=species:S:1:pos:R:3:forces:R:3 method="wB97M-V/def2-TZVPD" total_charge=+2 homo_ev="-13.736 / -17.783" spin_multiplicity=3 gap_ev="6.71 / 7.37"
C 1.417 -1.850 -0.142 7.3 -0.7 -0.3
C 0.125 -1.525 -0.079 -10.9 2.8 0.5
C 2.930 -0.134 -0.917 2.5 0.1 -1.8
C -2.182 1.496 1.915 -1.0 0.2 0.3
C -2.791 0.124 1.870 0.9 2.0 -2.8
C -1.355 0.455 1.245 0.0 -0.4 1.2
C -1.294 0.475 -0.184 0.5 0.4 -0.8
N 2.316 -1.277 -1.046 -0.3 -1.3 -1.6
N 3.955 0.227 -1.696 0.4 -1.1 -1.1
N -2.009 1.295 -0.927 -1.1 0.8 4.3
N -0.382 -0.314 -0.764 1.5 -2.9 1.5
H 1.922 -2.528 0.460 0.3 -1.2 1.4
H -0.611 -2.003 0.655 1.4 0.8 -1.3
H -2.660 2.206 1.224 0.2 -0.1 0.9
H -1.821 1.951 2.837 -0.1 -0.3 -0.2
H -2.732 -0.580 2.624 -0.2 -1.0 1.6
H -3.539 0.010 1.070 0.2 -0.2 0.8
H -0.466 0.059 1.800 -1.0 0.4 -0.8
H 2.593 -2.015 -1.723 0.6 1.1 0.1
H 4.726 0.838 -1.445 -0.8 0.7 0.6
H 4.297 -0.298 -2.540 -1.1 0.1 1.3
H -2.088 1.331 -1.867 0.1 -0.4 -3.7
H -2.675 1.933 -0.456 0.8 -0.7 -0.5
H 2.640 0.542 -0.155 -0.2 0.4 0.9
H -0.315 -0.418 -1.760 -0.1 0.6 -0.5



Entry 4:
45
Properties=species:S:1:pos:R:3:forces:R:3 method="wB97M-V/def2-TZVPD" homo_ev=-8.809 gap_ev=8.41
H -0.696 0.568 0.720 -3.4 1.1 -1.6
H 0.671 0.054 0.140 -1.4 0.6 0.6
H 3.857 2.602 -1.754 -0.5 0.2 1.4
H 4.611 3.145 -2.867 -0.5 -0.2 -0.5
H -4.747 2.582 0.655 -1.4 0.0 0.1
H -3.919 3.762 1.172 -0.2 0.0 0.0
H -0.088 -3.079 2.778 -0.1 0.3 1.6
H -1.219 -2.311 3.270 -2.7 1.6 -0.7
H 2.557 1.981 0.511 0.1 -0.4 -0.5
H 3.404 1.432 -0.677 1.0 -1.2 0.4
H 3.040 -1.945 0.036 0.4 0.7 0.1
H 3.215 -0.572 -0.592 0.0 -0.5 -0.1
H -2.819 1.927 -0.293 0.0 0.6 -0.1
H -1.448 2.780 -0.100 -1.7 -2.6 0.5
H -2.852 -2.438 -1.684 -0.2 0.8 0.1
H -3.659 -1.145 -1.517 -2.6 1.1 1.8
H 0.869 0.566 3.487 -0.2 0.3 -0.3
H -0.480 0.115 3.238 -2.4 -2.3 1.0
H 2.030 -1.223 -2.764 -1.0 -0.3 -0.2
H 2.756 0.127 -2.618 0.0 -0.9 -0.5
H 4.891 1.391 3.913 -0.7 -0.9 -1.2
H 3.923 1.267 2.726 -1.5 1.3 -1.2
H -0.148 -2.330 0.824 -2.2 1.1 -0.3
H -1.688 -2.355 1.266 0.9 -0.2 -0.1
H -1.157 -3.033 -3.190 0.5 0.3 0.2
H -1.147 -1.986 -4.281 1.6 -0.3 2.3
H -1.550 0.682 -2.105 -1.8 -2.6 1.1
H -1.568 2.149 -2.384 1.0 -1.1 0.0
H -3.311 -2.276 1.026 0.7 0.2 -0.3
H -4.777 -2.118 0.879 1.3 -1.8 1.4
O 0.150 0.336 0.937 5.7 -1.9 -3.1
O 3.752 2.728 -2.677 1.2 0.5 -1.5
O -3.863 2.880 0.791 -0.9 1.1 0.6
O -0.482 -2.721 3.620 2.9 -2.0 -0.6
O 2.697 2.004 -0.451 -1.2 1.0 0.8
O 3.394 -1.054 0.227 -0.4 -0.5 0.0
O -1.970 1.918 0.130 3.6 1.0 -0.6
O -2.972 -1.517 -1.979 2.5 -1.6 -1.7
O 0.100 0.733 2.913 2.4 2.9 3.4
O 2.896 -0.841 -2.742 0.8 1.4 0.5
O 4.521 0.774 3.225 2.2 -0.4 2.4
O -1.066 -1.930 0.655 1.1 -1.4 0.2
O -0.631 -2.250 -3.425 -1.8 0.0 -2.6
O -0.989 1.346 -2.374 1.2 3.5 -1.6
O -4.088 -2.729 1.331 -2.3 1.6 -1.3



Entry 5:
30
Properties=species:S:1:pos:R:3:forces:R:3 method="wB97M-V/def2-TZVPD" total_charge=-2 homo_ev="-1.226 / -2.172" spin_multiplicity=5 gap_ev="5.66 / 5.74"
Os -1.540 -0.863 -0.513 -0.2 -0.1 0.0
S -2.827 0.340 -1.955 0.0 0.0 0.0
C -3.613 1.574 -0.975 0.0 0.0 0.0
C -4.451 2.513 -1.578 0.0 0.0 0.0
C -5.090 3.488 -0.826 0.0 0.0 0.0
C -4.897 3.534 0.551 0.0 0.0 0.0
C -4.069 2.604 1.160 0.0 0.0 0.0
C -3.424 1.621 0.410 0.0 0.0 -0.1
S -2.395 0.426 1.188 0.1 0.0 0.0
H -4.593 2.466 -2.652 0.0 0.0 0.0
H -5.735 4.210 -1.313 0.0 0.0 0.0
H -5.390 4.292 1.149 0.0 0.0 0.0
H -3.911 2.628 2.232 0.0 0.0 0.0
F 0.664 -1.243 6.121 0.0 0.0 0.0
C 0.364 -1.434 4.819 0.0 0.0 0.0
C -0.462 -2.470 4.431 0.0 0.0 0.0
F -0.978 -3.288 5.368 0.0 0.0 0.0
C -0.758 -2.669 3.097 0.0 0.0 0.1
F -1.575 -3.684 2.780 0.0 0.0 0.0
C -0.251 -1.847 2.074 0.0 0.0 0.1
O -0.516 -2.086 0.828 0.0 -0.1 -0.1
C 0.588 -0.807 2.511 0.1 0.1 0.0
F 1.141 0.014 1.610 0.0 0.0 0.0
C 0.888 -0.604 3.844 0.0 0.0 0.0
F 1.703 0.402 4.206 0.0 0.0 0.0
Se 0.844 -0.261 -1.777 0.1 0.0 0.0
Sb 0.198 -2.204 -3.215 0.1 0.0 0.0
Se -1.800 -3.013 -2.004 0.0 0.1 0.0
Se -0.287 -0.385 -4.817 0.0 0.0 0.0
Se 1.797 -3.871 -3.873 0.0 0.0 0.0



Entry 6:
62
Properties=species:S:1:pos:R:3:forces:R:3 method="wB97M-V/def2-TZVPD" total_charge=-1 homo_ev=-3.873 gap_ev=5.92
Hf -0.110 0.663 -1.211 3.3 0.6 1.7
C 2.619 -1.894 0.639 0.0 0.0 0.1
C 1.922 -1.258 1.848 -0.1 0.1 0.0
C 0.404 -1.448 1.790 0.2 0.0 0.2
C 2.372 0.188 2.054 0.0 -0.2 0.1
C 3.063 0.459 3.235 0.0 -0.1 -0.1
C 3.635 1.695 3.495 -0.1 0.0 -0.2
C 3.547 2.660 2.502 0.0 0.0 0.0
C 2.861 2.442 1.308 0.1 0.3 0.0
C 2.924 3.555 0.269 -0.1 -0.1 -0.1
C 1.581 4.237 -0.008 0.0 0.0 0.1
C 3.572 3.081 -1.039 0.0 0.0 0.0
C 2.181 1.217 1.085 -0.3 -0.2 -0.5
N 1.374 1.027 -0.023 -0.6 -0.4 0.1
H 2.293 -2.933 0.503 0.0 0.1 0.0
H 3.705 -1.891 0.781 -0.1 0.0 0.0
H 2.402 -1.338 -0.271 0.0 0.0 0.0
H 2.272 -1.805 2.728 0.0 0.0 0.1
H -0.004 -0.859 0.981 -0.2 -0.1 0.0
H -0.083 -1.105 2.707 0.1 0.0 -0.1
H 0.149 -2.502 1.628 0.0 0.1 0.0
H 3.164 -0.342 3.964 0.0 0.0 0.0
H 4.154 1.892 4.426 0.0 0.0 -0.1
H 4.031 3.621 2.649 0.0 0.0 0.0
H 3.581 4.314 0.701 0.1 0.1 0.0
H 0.929 3.575 -0.572 0.2 0.1 0.1
H 1.736 5.154 -0.589 0.0 -0.1 0.0
H 1.069 4.500 0.923 0.1 0.0 -0.1
H 2.966 2.297 -1.494 0.0 0.0 0.0
H 4.572 2.680 -0.852 -0.1 0.0 0.0
H 3.660 3.911 -1.753 0.0 -0.1 0.1
F -1.242 3.409 -3.208 0.3 0.2 -0.5
B -0.558 2.595 -2.425 -0.3 0.7 0.2
F -1.051 2.817 -1.082 -0.2 0.1 -0.2
O -0.581 -1.886 -1.446 0.1 -0.3 0.0
B 0.551 -1.350 -2.181 0.1 -1.0 -0.1
O 1.346 -2.453 -2.528 0.0 0.0 -0.1
C 0.768 -3.575 -1.996 0.3 0.1 -0.2
C 1.219 -4.872 -2.050 0.0 -0.3 0.0
C 0.447 -5.840 -1.398 0.0 0.1 -0.1
C -0.724 -5.500 -0.729 0.0 0.1 0.0
C -1.167 -4.174 -0.685 -0.1 -0.2 0.1
C -0.391 -3.242 -1.329 -0.2 0.5 0.1
H 2.141 -5.124 -2.564 -0.1 0.0 0.0
H 0.771 -6.873 -1.411 0.0 0.0 0.0
H -1.299 -6.271 -0.230 0.0 0.0 0.0
H -2.070 -3.885 -0.160 0.1 0.0 0.0
O -1.994 0.487 -2.258 -1.3 -0.2 -1.5
C -2.657 0.498 -1.213 -1.2 -0.2 0.3
N -2.040 0.376 -0.037 -0.7 0.0 0.5
C -3.017 0.412 0.970 -0.1 0.1 -0.8
O -2.849 0.297 2.145 0.1 0.0 0.8
C -4.368 0.599 0.283 0.3 -0.1 0.6
C -5.635 0.718 0.802 -0.2 0.0 0.1
C -6.682 0.904 -0.103 0.0 0.0 0.2
C -6.447 0.964 -1.472 0.2 0.0 -0.1
C -5.151 0.839 -1.979 -0.3 0.0 -0.2
C -4.141 0.656 -1.066 0.6 -0.1 -0.4
H -5.804 0.670 1.871 0.0 0.0 0.0
H -7.696 1.010 0.265 0.0 0.0 0.0
H -7.279 1.114 -2.149 0.0 0.0 0.0
H -4.943 0.886 -3.041 0.0 0.0 0.0



Entry 7:
12
Properties=species:S:1:pos:R:3:forces:R:3 method="wB97M-V/def2-TZVPD" homo_ev=-8.667 gap_ev=8.40
O -4.857 -8.858 -27.448 2.7 0.8 6.0
H -4.459 -8.858 -26.577 0.1 0.0 0.7
H -5.088 -7.943 -27.606 -1.4 -3.3 2.2
O -3.926 -8.527 -29.627 0.9 0.5 -2.0
H -4.717 -8.059 -29.359 0.1 -1.4 -0.9
H -3.411 -8.605 -28.824 0.0 -0.6 0.2
O -5.061 -7.057 -28.021 -1.6 14.7 -4.6
H -5.798 -6.632 -28.458 -0.7 0.6 0.1
H -4.311 -6.883 -28.591 0.9 0.5 0.0
O -4.971 -10.843 -27.611 -0.4 -8.7 -0.7
H -4.871 -9.898 -27.495 -0.5 -2.7 -0.9
H -5.025 -10.963 -28.559 0.1 -0.3 -0.1



Entry 8:
22
Properties=species:S:1:pos:R:3:forces:R:3 method="wB97M-V/def2-TZVPD" homo_ev=-7.953 smiles="[H]/N=C(C)/C(C)=N/[H].[H]/N=C/C" gap_ev=8.05
H -2.311 1.930 -0.576 0.7 0.4 0.4
N -1.944 1.181 0.021 0.6 -1.5 -0.3
C -0.900 0.621 -0.457 -1.3 -1.1 0.2
C -0.163 1.199 -1.631 0.2 -0.3 -0.5
C -0.758 -1.148 0.052 -3.7 2.5 -0.4
C -0.500 -2.013 -1.139 0.7 -0.2 0.0
N -1.458 -1.478 1.050 2.5 -0.5 0.1
H -1.041 -1.642 1.963 -1.2 0.2 -0.1
H 0.744 0.656 -1.897 0.1 0.2 0.2
H -0.797 1.160 -2.522 -0.2 0.1 0.1
H 0.068 2.247 -1.420 0.1 -0.2 -0.1
H -1.267 -1.835 -1.894 0.1 0.3 0.0
H 0.481 -1.787 -1.558 0.0 0.0 -0.2
H -0.553 -3.071 -0.873 0.1 0.2 0.1
H 2.545 -0.459 -0.400 -0.4 0.0 0.0
N 2.280 0.352 0.157 -0.8 0.5 0.8
C 1.275 0.165 0.928 1.7 -3.0 0.2
C 0.933 1.041 2.092 -0.3 0.5 -0.6
H 0.775 -0.913 0.971 1.4 2.1 0.1
H 1.089 2.083 1.808 -0.1 0.0 0.1
H -0.101 0.890 2.399 0.0 0.1 0.0
H 1.604 0.824 2.925 0.0 -0.2 -0.1



Respective max |F| values: 2.2, 1.2, 11.3, 6.8, 0.2, 3.7, 15.5, 4.4 eV/Å.
Respective ΔE to the lowest compared entry with this formula, charge and spin values: 37.8, 42.4, 0.0, 162.3, 1.7, 29.4, 177.8, 118.2 kcal per mole.
Respective E_tot values: -9362.800, -6793.215, -13424.878, -31194.629, -320207.939, -46639.783, -8312.965, -10898.287 eV.